The following is a quantum chemistry calculation of 12 unconnected molecules or ions with the total composition C21H69F2NO30P5S2 in a non-equilibrium geometry, from the Open Molecules 2025 dataset.

Computed properties:
- E_tot: -159370.1956 eV
- Maximum force: 6.74 eV Å⁻¹

```
! wB97M-V def2-TZVPD RIJCOSX def2/J DEFGRID3
* xyz -1 1
N -1.52559 0.93841 -0.63413
S -0.04311 1.28047 -0.36595
O 0.58315 0.64614 0.80695
O 0.38009 2.60338 -0.67307
F 0.59930 0.44030 -1.62410
S -2.20395 1.66370 0.78524
O -2.09628 3.11402 0.93059
O -2.03664 0.88169 2.00224
F -3.73559 1.41192 0.39300
C -1.36915 -2.41625 -1.21398
O -2.33022 -1.62309 -0.50354
H -1.65646 -2.37842 -2.26475
H -0.37520 -1.98577 -1.09221
H -1.30391 -3.45532 -0.89122
H -2.06755 -0.71275 -0.65809
C -3.89927 4.60472 -1.73173
O -4.04025 3.93286 -2.99957
H -3.14044 5.38479 -1.79305
H -4.79628 5.13497 -1.41189
H -3.61474 3.91925 -0.93342
H -3.47675 3.15889 -2.92849
C 3.14201 -1.52224 -1.79648
O 3.18970 -2.89593 -2.26952
H 3.06271 -0.81065 -2.61834
H 2.22163 -1.47003 -1.21488
H 3.97862 -1.26996 -1.14492
H 2.30727 -3.19390 -2.50215
C -0.19888 3.99028 3.02230
O 0.88670 4.38996 3.80076
H 0.07367 3.73511 1.99823
H -0.64329 3.08333 3.43224
H -0.94142 4.78160 2.91958
H 1.68410 4.07793 3.36670
C -3.56983 0.71738 -3.18602
O -2.53999 1.69317 -2.88439
H -4.26871 1.22680 -3.84948
H -3.17884 -0.20060 -3.62481
H -4.15422 0.54753 -2.28173
H -2.14422 1.37709 -2.06888
C -3.41044 -1.60669 3.70659
O -2.49934 -0.60643 4.20181
H -3.75637 -2.07343 4.62886
H -4.29387 -1.14815 3.26229
H -2.91174 -2.26868 2.99868
H -2.31156 -0.01466 3.46959
C -6.20746 2.98809 1.54398
O -6.48889 1.68202 1.89493
P -7.51977 0.69039 1.10361
O -7.98212 1.10200 -0.23704
O -6.83002 -0.75916 1.15462
C -5.73464 -1.14624 0.27595
O -8.73129 0.50185 2.16493
C -8.46971 0.18470 3.52301
H -6.90913 3.70256 1.97443
H -6.18876 3.12326 0.46256
H -5.24688 3.25396 1.98523
H -4.92183 -1.56669 0.86812
H -5.26140 -0.34132 -0.28641
H -6.16276 -1.89341 -0.39228
H -9.29946 -0.35559 3.97875
H -8.32221 1.13211 4.04144
H -7.62825 -0.49448 3.65996
C -0.42837 -3.22587 5.58016
O -0.92447 -4.12660 4.56599
P 0.08588 -4.72964 3.43219
O 1.50144 -4.83868 3.93210
O -0.61068 -6.05139 2.86836
C -0.89163 -7.16263 3.70130
O -0.16198 -3.67320 2.23972
C 0.36627 -2.36862 2.25842
H -0.82283 -3.48259 6.56332
H -0.88341 -2.25446 5.38680
H 0.65328 -3.09139 5.57201
H -1.97294 -7.26449 3.79354
H -0.52634 -7.00679 4.71637
H -0.47879 -8.08068 3.28316
H 1.18663 -2.22083 2.96076
H -0.42740 -1.65053 2.46467
H 0.73066 -2.05204 1.28112
C 4.03650 0.75696 -8.19922
O 3.68398 -0.60669 -7.84084
P 2.14078 -1.05797 -7.47200
O 1.12854 -0.81689 -8.53868
O 2.35034 -2.55647 -6.94219
C 3.34632 -2.83923 -5.96494
O 1.82488 -0.17713 -6.12992
C 0.73280 -0.49096 -5.37343
H 3.19610 1.43436 -8.35078
H 4.69155 0.66984 -9.06607
H 4.58296 1.19901 -7.36611
H 4.07735 -3.47136 -6.46899
H 2.84333 -3.48627 -5.24630
H 3.81724 -2.00339 -5.44753
H 0.78395 -0.09611 -4.35874
H 0.56623 -1.55426 -5.20100
H -0.16075 -0.04198 -5.80711
C 6.07122 -0.67485 -3.99969
O 5.26349 0.39715 -4.35230
P 5.24565 1.77449 -3.47524
O 5.11805 1.56127 -2.02294
O 6.57302 2.58913 -3.99113
C 6.76306 2.89365 -5.37477
O 4.04601 2.68843 -4.03346
C 2.70227 2.27623 -3.82353
H 5.41629 -1.49709 -3.71145
H 6.81394 -0.38018 -3.25833
H 6.62126 -1.02546 -4.87299
H 5.98332 2.52488 -6.04120
H 7.66049 2.44471 -5.80039
H 6.75291 3.96706 -5.56396
H 2.54732 1.59714 -2.98513
H 2.33526 1.79587 -4.73054
H 2.06976 3.13799 -3.61050
C 4.30776 2.69400 5.29604
O 3.52500 1.95195 6.19492
P 2.96167 0.46947 5.83151
O 3.76811 -0.38407 4.93623
O 1.43000 0.80816 5.37722
C 0.95012 0.55040 4.11562
O 2.72986 -0.13198 7.33055
C 3.88795 -0.57976 8.05655
H 5.29868 2.94680 5.67323
H 3.71210 3.58941 5.11845
H 4.59575 2.15807 4.39164
H 1.64832 -0.03830 3.52061
H 0.72835 1.43169 3.51374
H 0.05405 -0.06748 4.17384
H 3.97703 -1.61159 8.39638
H 3.88454 -0.01917 8.99134
H 4.84971 -0.30588 7.62285
*
```

Mulliken atomic charge list, values in e, 99 entries: 0.0944 0.5411 -0.3116 -0.6832 -0.2656 0.5671 -0.5098 -0.4479 -0.2134 -0.4247 -0.3288 0.2833 -0.1466 0.3103 0.2572 -0.2886 -0.6024 0.2500 0.3192 -0.1557 0.5769 0.1557 -0.5686 -0.0843 -0.1599 0.2991 0.2885 -0.3793 -0.5832 0.1785 0.1806 0.3291 0.3271 -0.4395 -0.8405 0.4024 0.2190 -0.0476 0.6143 -0.3787 -0.5271 0.2939 0.1138 0.1357 0.6171 -0.7620 -0.1175 1.0559 -0.7533 -0.3192 -0.0195 -0.3850 -0.5340 0.3273 0.3741 0.1797 0.0805 -0.2323 0.4120 0.2618 0.2197 0.2348 -0.5356 -0.2524 0.7477 -0.6885 -0.3138 -0.6918 -0.0760 -0.4733 0.3094 0.0690 0.3640 0.2561 0.3243 0.2615 0.4797 0.1874 -0.0075 -0.2903 -0.2975 0.8667 -0.7327 -0.3921 -0.4367 0.0664 -0.6006 0.3414 0.3027 -0.1945 0.3470 0.2266 0.1008 -0.0422 0.4047 0.3280 -0.8254 0.2611 0.8798